1.
Density functional theory data (ωB97M-V/def2-TZVPD) for a molecular structure, C30H41AsN8O6PtS.

```
88
Properties=species:S:1:pos:R:3:forces:R:3:lowdin_spin:R:1
C 4.1955 -1.4129 -1.1734 -0.0123 -0.0216 -0.0489 0.002
H 0.9132 -0.8749 1.7377 0.0166 -0.0040 -0.0326 0.015
C 1.0602 2.6769 -1.4115 -0.0340 -0.0305 0.0181 0.006
C -2.2294 -1.5327 3.8460 0.0434 -0.0401 0.0930 0.000
C -2.5330 2.1957 2.5462 0.0192 -0.0056 0.0047 0.000
C -1.6924 2.9294 -1.7623 -0.0146 0.0188 0.0121 -0.001
H 2.1291 2.5595 -1.2836 0.0143 0.0070 0.0078 0.000
H -5.0149 2.2558 -1.5498 -0.0006 0.0072 0.0058 0.000
C 3.2041 3.3783 1.2216 0.0219 -0.0032 -0.0028 0.001
C 0.2155 1.9848 -0.5811 0.0681 -0.0082 -0.0476 0.001
C -4.2572 0.5548 3.1065 0.0096 0.0008 -0.0046 0.001
C 2.9838 -0.8220 -1.2952 0.0271 -0.0236 0.0149 0.005
H 2.6972 0.0609 -1.8400 0.0006 0.0113 0.0079 0.000
C -0.0246 -2.1621 -3.8267 0.0324 0.0646 0.0030 0.001
H 3.6214 -3.1281 -4.7464 0.0045 0.0022 -0.0095 0.000
O -1.2098 -0.4153 -2.0376 -0.0857 0.0317 -0.2111 0.177
H 1.1103 -3.3860 1.1080 -0.0021 0.0245 0.0169 0.002
C -3.9545 2.2149 -1.3362 0.0076 0.0302 -0.0250 -0.001
H -1.1953 4.3628 -3.2929 0.0022 0.0051 -0.0012 0.000
C 2.0785 -3.7019 0.7256 0.1013 0.0440 0.1260 0.003
N 2.0497 -1.5716 -0.6083 0.0378 -0.0181 -0.2815 0.058
H 3.5785 4.0705 1.9821 0.0005 0.0042 -0.0025 0.000
H -2.6202 2.6169 3.5512 -0.0044 -0.0049 0.0049 0.000
H -1.9212 -0.6011 4.3142 -0.0045 -0.0162 -0.0055 0.000
H -1.4254 -3.0300 1.3469 0.1443 -0.0187 -0.0712 0.000
H 0.8801 4.5083 0.4020 0.0034 0.0016 0.0127 0.000
C 0.8528 4.0201 1.3808 0.0189 0.0294 0.0041 0.000
H -2.7125 -2.7089 -0.2380 -0.0470 0.1179 -0.0196 0.000
C 1.9758 -1.8018 -5.1350 -0.0016 -0.0041 0.0103 0.000
H 0.7774 -0.4293 3.4327 0.0148 0.0022 0.0119 0.000
H 1.8698 1.8663 4.1356 -0.0030 -0.0017 -0.0008 0.000
C -3.0846 3.0217 -2.0065 -0.0175 -0.0147 0.0297 0.008
O -0.6373 -3.1550 -0.9362 -0.2475 -0.0011 0.0761 0.077
C -2.3929 -2.6314 1.6496 0.0101 0.0221 0.0387 0.000
H 3.1007 0.5937 4.0825 0.0018 -0.0034 -0.0007 0.000
C -2.1373 1.1722 -0.1163 -0.0873 0.1432 -0.0355 -0.005
H -3.1449 2.7889 1.8596 -0.0065 0.0038 -0.0046 0.000
C 2.6341 1.3937 3.5094 0.0054 0.0015 0.0278 0.001
S -0.2488 -4.1788 -1.9688 -0.0832 0.1076 0.0297 0.008
N -2.9257 0.8058 2.5893 -0.0325 0.0874 -0.0600 0.002
H -4.9759 1.2202 2.6163 0.0011 -0.0052 -0.0046 0.000
H 3.3997 2.1286 3.2843 -0.0171 -0.0229 0.0314 0.000
C 0.6187 -3.2257 -3.1990 0.0275 -0.0653 -0.0239 -0.001
H -1.4953 2.2657 2.2284 -0.0044 -0.0265 0.0133 0.000
N 3.9821 -2.5379 -0.4043 -0.0251 -0.0170 -0.0240 0.005
H 3.8614 2.5100 1.1900 -0.0074 0.0097 -0.0127 0.000
N -1.6896 0.1114 0.7003 -0.0723 -0.4215 -0.2902 0.053
C -0.7895 3.6926 -2.5453 0.0178 -0.0147 -0.0021 0.005
H 2.3844 -4.4095 -3.0068 -0.0044 -0.0152 0.0060 0.000
H 4.6699 -3.2242 -0.1476 -0.0044 0.0086 -0.0038 0.001
H 2.7368 -3.9617 1.5559 0.0002 0.0215 0.0321 0.000
H 1.0299 4.7738 2.1532 0.0075 -0.0010 0.0071 0.000
H 3.2597 3.8820 0.2490 -0.0126 -0.0029 -0.0081 0.000
O -1.4226 -4.7260 -2.5977 0.0626 -0.0300 0.0131 0.008
C 1.5034 1.6190 1.3531 0.0548 0.0005 -0.0057 0.010
O -2.0201 -0.2410 -4.4905 -0.0494 -0.0003 -0.0953 0.013
H 1.2443 4.0904 -3.0320 -0.0024 -0.0023 -0.0073 0.000
N -2.2446 -1.3823 2.4062 -0.1332 -0.0432 -0.1373 -0.001
H -4.1555 0.5599 0.0362 -0.0040 -0.0072 0.0006 0.000
H 5.1621 -1.1582 -1.5675 0.0005 0.0016 -0.0049 0.000
N 0.7378 1.1464 0.4309 -0.1192 0.1121 -0.0033 0.088
C -3.4746 1.2763 -0.4073 0.0535 -0.0382 0.0505 0.011
H -3.4361 3.7175 -2.7580 -0.0003 -0.0040 -0.0031 0.000
C -2.2922 -0.1517 1.8219 0.2905 0.1871 0.0822 0.005
H 0.1760 -0.6352 -5.3035 0.0003 -0.0026 -0.0142 0.000
C 2.6719 -2.6112 -0.0868 -0.0137 -0.0605 0.0566 0.016
H -3.2040 -1.8232 4.2526 0.0012 -0.0001 -0.0210 0.000
C -1.2002 2.0332 -0.7800 -0.0405 0.0147 0.0232 0.000
H -0.1458 3.6164 1.5245 0.0042 0.0167 -0.0199 0.000
H -4.5516 -0.4709 2.8976 -0.0029 0.0071 0.0053 0.000
H 1.8878 -4.5782 0.1040 0.0464 0.0654 0.0470 0.000
H -2.8541 -3.3326 2.3547 0.0304 -0.0111 -0.0128 0.000
C 0.6705 -1.4585 -4.8030 0.0396 -0.0219 0.0385 0.000
C 1.9234 -3.5738 -3.5161 0.0059 -0.0013 -0.0123 0.000
H -4.3056 0.7297 4.1849 -0.0041 -0.0008 0.0060 0.000
C 0.5572 3.5424 -2.4000 -0.0096 -0.0058 -0.0017 -0.001
O -3.2231 -2.4607 0.5508 0.1169 -0.0921 -0.1927 0.000
C 2.6054 -2.8557 -4.4884 -0.0047 0.0125 -0.0086 0.000
H -1.5110 -2.3086 4.1203 0.0062 0.0032 -0.0058 0.000
O 0.7042 -5.1266 -1.4277 -0.0512 -0.1261 -0.1666 0.004
H 2.2552 -1.2201 2.8427 0.0011 -0.0130 -0.0120 0.000
H 2.4996 -1.2457 -5.9032 0.0083 -0.0014 -0.0023 0.000
N 2.0610 0.7974 2.3093 -0.0081 0.0055 -0.0029 -0.001
C 1.4738 -0.5032 2.5881 0.0072 -0.0289 -0.0182 0.019
Pt 0.0113 -0.9859 -0.4715 -0.0997 0.0621 0.9464 1.393
As -1.8235 -1.5301 -3.2452 -0.0340 -0.0298 0.0988 0.010
H -1.6842 0.5654 -4.0763 0.0773 0.0511 0.0277 0.000
N 1.8456 2.9718 1.5204 -0.0579 -0.0154 -0.0596 0.004
```
Forces are in eV/Å.

Values from the calculation:
<S²>: 2.0056
relative energy (zero: lowest compared OMol25 entry of this formula, charge and spin): 0.4 kcal per mole
charge: 0
spin multiplicity: 3

2.
Density functional theory data (ωB97M-V/def2-TZVPD) for a molecular structure, C4H4IN.

```
10
Properties=species:S:1:pos:R:3:forces:R:3:nbo_charge:R:1
I -2.4335 0.4872 0.2370 -0.5341 -0.0993 0.7716 0.085
C 0.6655 -1.7646 1.0709 0.7766 -3.9159 2.5255 0.022
H 0.1064 -2.7339 1.1368 0.0726 0.7266 0.0798 0.168
C -0.3327 0.6136 0.4336 -1.3901 0.9624 -2.6072 -0.352
C 0.3507 -0.2417 -0.6028 -1.0520 -0.7136 3.0202 0.074
C 0.1585 1.1918 -0.8434 4.9286 0.1886 -1.2221 -0.406
H 0.0761 0.6982 1.4179 0.3160 0.0760 0.3056 0.251
H -0.4891 1.3428 -1.6124 -2.3203 0.6405 -1.7346 0.231
H 1.1099 1.7129 -1.1979 -1.0091 -0.0033 1.6575 0.241
N 0.7883 -1.3064 -0.0397 0.2118 2.1381 -2.7962 -0.314
```
Forces are in eV/Å.

Values from the calculation:
relative energy (zero: lowest compared OMol25 entry of this formula, charge and spin): 143.0 kcal per mole
charge: 0

3.
Density functional theory data (ωB97M-V/def2-TZVPD) for 5 unconnected molecules or ions with the total composition C22H53FN2O14PS4.

```
97
Properties=species:S:1:pos:R:3:forces:R:3:mulliken_charge:R:1
C 0.6807 -3.3864 2.8460 -0.4789 -0.0048 -1.0581 -0.927
H 4.9823 -2.9903 -0.7662 -0.1175 0.1277 0.2898 0.402
C -4.3651 -0.4975 9.0158 0.0679 -0.2703 -0.1625 -0.986
C -1.1056 2.0791 -3.6430 -0.1582 1.0115 -0.1106 -0.359
H -5.2676 0.1039 9.1258 0.0634 0.0605 0.0287 0.393
H -2.1821 2.1847 -3.4983 0.0120 -0.2107 0.0597 0.351
C -1.9973 -0.9061 2.3722 0.2881 -0.1891 0.3497 -0.312
H 2.4050 -0.1844 -0.0516 -0.0272 -0.2484 -0.3538 0.384
C 5.4008 -2.1156 4.0595 -0.3920 -2.1332 0.8514 0.607
H 6.3170 0.5278 -3.2699 0.0747 0.0710 -0.0310 0.277
C -1.5150 -2.1626 3.1619 0.2724 0.6271 -1.1958 -0.049
H -6.7741 1.9379 -4.3910 0.0269 0.0197 -0.0207 0.317
H 4.8844 3.1774 -3.8625 -0.1383 -0.0851 -0.1049 0.324
C 5.8241 1.4490 -2.9561 -0.2047 -0.1946 0.0957 -0.708
H -1.8007 1.2124 2.7493 0.3564 0.0449 0.2143 0.372
H -0.5219 0.2517 3.5806 -0.3633 0.1084 0.0151 0.266
H 3.5806 -2.3193 4.8562 0.3362 0.2033 0.0353 0.345
O -4.5926 3.6353 -4.6722 0.3655 0.0621 -0.1358 -0.656
H -0.9126 2.1816 -4.7095 0.0395 -0.3487 0.0096 0.290
H -1.2269 -3.9763 1.9234 0.1003 0.1234 -0.0218 0.487
C 0.1750 -1.4682 8.0559 0.0798 0.0789 0.0761 -0.952
H 1.5273 -1.6643 3.8375 0.3621 0.2984 -0.3107 0.573
O 4.7234 1.5382 -5.1421 -0.2844 -0.1097 -0.1258 -0.317
C 4.4083 -3.5462 -0.0142 0.3404 0.6332 0.2349 -1.044
H -0.4156 -2.5142 1.2749 -0.4888 -0.1784 -0.0170 0.003
C -1.1243 0.3568 2.6706 -0.5303 -0.2334 -0.5560 -0.949
H -0.5894 3.1421 -1.8285 -0.0807 0.0200 -0.0369 0.284
H 3.7136 -0.9122 -1.1179 -0.3584 -0.0035 -0.0136 0.337
H 0.5071 -3.7498 3.8628 0.3368 -0.0791 -0.1393 0.398
O -0.6698 0.7534 -3.2769 0.0091 -0.4178 0.1354 -0.206
O -3.9930 2.0730 -6.5232 0.2954 0.1623 0.1598 -0.620
H 6.3566 2.6418 -4.6543 -0.1314 -0.1062 -0.2389 0.292
O -2.6094 0.1697 -1.8811 0.0063 0.2293 0.3663 -0.687
O -0.3830 0.6244 -0.8388 -0.1717 -0.0077 0.3653 -0.606
C -0.3426 3.1501 -2.8913 0.0932 -0.1105 0.3952 -0.940
H -4.2497 -1.1306 9.8959 -0.0177 0.0902 0.0406 0.269
C 1.5207 -2.0776 2.8231 -1.2864 -1.1518 0.5949 -0.991
H 0.1701 -2.0009 9.0036 -0.0251 -0.0039 -0.0265 0.378
H 3.4005 -0.1243 -6.7660 0.0003 0.0162 0.0356 0.343
H -3.0508 -0.7451 2.6166 0.2034 0.3240 -0.1194 0.454
H -3.8987 4.2214 -8.1243 -0.0167 0.0299 0.0010 0.286
P 2.9377 -2.5508 0.5219 -1.3897 -0.5492 -2.4412 0.471
H -0.8967 -2.1343 -1.3705 -0.0549 0.0673 0.0183 0.278
H 4.9376 1.1670 -2.3860 0.0031 0.0604 -0.0078 0.032
O 3.0410 0.1566 -3.9808 -0.1339 0.1176 0.2684 -0.569
C -5.8059 4.6548 -7.1991 0.2264 0.6185 -0.4655 -0.344
H 4.0167 -4.4234 -0.5336 0.0063 -0.0571 0.4472 0.352
O -1.4895 -0.2605 6.4481 -0.1527 -0.1883 -0.2052 -0.627
H -0.8786 -1.7905 3.9772 -0.1139 -0.2610 -0.0560 -0.217
S -1.4917 -1.1537 7.5697 0.2633 0.2236 0.7606 1.279
H 6.4918 2.0030 -2.2953 0.0169 0.0370 -0.0794 0.419
H 1.7230 0.4266 -6.5089 0.0052 0.0304 0.0960 0.370
S -1.1808 0.1200 -1.9189 0.3502 -0.2767 -0.9087 1.258
H 4.0575 -0.3997 0.5423 -0.0506 0.1309 -0.4200 0.476
H -1.9264 -1.1276 1.2893 -0.3576 0.1898 0.5218 0.035
C -0.6759 -1.5367 -2.2538 0.0830 -0.0616 -0.0188 -0.830
S 3.1727 1.2634 -4.8834 0.3721 -0.0623 -0.7176 1.301
H 0.3937 -1.5432 -2.4544 -0.0207 0.0494 -0.0283 0.185
H 3.4341 -1.4037 2.5305 0.1076 -0.2383 0.1719 0.565
O -2.1977 -2.3949 7.5276 -0.0614 0.0010 -0.3759 -0.633
C 3.2825 -0.8321 -0.1179 0.7812 -0.3145 1.7878 -1.259
H -6.4214 0.8549 -5.7746 0.0306 0.0293 -0.0103 0.328
H 5.0958 -3.8219 0.7905 -0.1215 -0.1665 -0.2038 0.325
H -5.2888 3.8053 -9.1140 -0.0632 0.0724 -0.0087 0.263
H -3.2210 0.9751 7.9136 0.1812 -0.1086 -0.0518 0.309
N 4.2544 -2.8969 4.3529 -0.6294 -0.2662 -0.5020 -0.218
H 0.6321 -2.0836 7.2830 -0.1051 -0.0294 -0.0156 0.280
H -4.4988 -1.1563 8.1575 -0.0154 0.0345 0.0058 0.288
C 2.7701 0.7241 -6.5110 0.0375 -0.0294 -0.0571 -1.031
H -4.8180 5.5060 -8.9135 -0.0804 0.0091 0.0389 0.389
C -4.9006 4.5421 -8.4103 0.2141 -0.2007 0.0587 -0.981
H 1.1393 -4.1588 2.2171 0.2118 0.0664 0.3931 0.553
H 2.9268 1.5483 -7.2020 0.0103 0.0067 0.0451 0.347
C -3.1542 0.3968 8.8368 -0.8340 0.2884 0.0563 -0.318
C 3.6037 -3.3604 3.1353 0.8639 2.4129 2.3257 -0.169
F 6.5133 -2.7727 4.0144 0.5959 -1.3632 -0.0593 -0.197
S -4.9721 2.7031 -5.6910 -0.8190 -0.2575 -0.0843 1.283
C -5.9946 1.4582 -4.9770 -0.0955 -0.0304 -0.0097 -0.917
H -1.2347 -1.9081 -3.1088 0.0028 0.0279 0.0121 0.381
O 2.5206 2.5097 -4.6217 -0.0253 -0.1080 0.3389 -0.662
H 0.9990 -1.3947 2.1451 0.6738 0.2466 0.0519 0.361
N 2.9479 -2.2960 2.3494 0.6947 1.2339 0.2295 0.234
H -5.3843 5.3280 -6.4503 0.0024 -0.1681 0.1149 0.327
O -1.9218 -0.3509 8.8722 0.3341 -0.1022 -0.2216 -0.286
H -0.5869 4.1358 -3.2876 -0.0309 -0.0574 -0.0769 0.415
H 0.7311 2.9869 -2.9767 -0.0299 0.0445 -0.1386 0.144
H -0.4441 0.5913 1.8401 -0.1465 -0.1401 0.0930 0.119
O 5.3797 -0.9802 3.8879 -0.2912 4.2982 -0.7176 -0.379
H 0.7000 -0.5201 8.1446 -0.0431 -0.0026 0.0156 0.323
C 5.4515 2.2933 -4.1596 0.3930 0.2774 0.5727 -0.407
O 3.5882 -4.4690 2.8597 -0.3813 -3.2933 -1.7301 -0.227
C -0.6929 -3.0600 2.1856 0.7171 0.0208 1.4433 -0.657
H -5.3646 0.8432 -4.3365 0.0710 0.0717 -0.0251 0.328
H -3.1003 1.1079 9.6596 0.3088 -0.1004 0.0209 0.282
H -2.3344 -2.6989 3.6476 0.0992 -0.0425 -0.2678 0.497
H -6.7676 5.0682 -7.4995 -0.1139 -0.2388 0.1576 0.280
O -6.0870 3.3701 -6.6157 0.0447 -0.2074 0.2833 -0.272
```
Forces are in eV/Å.

Values from the calculation:
charge: +1

Quick rundown of calculated total energy, same order as above: -4810.50926, -507.02508, -4066.57501 Ha